{"formula": "C5H9NO", "method": "ωB97M-V/def2-TZVPD", "gap_ev": 11.1, "lumo_ev": 0.7, "energy_ha": -325.8553, "smiles": "C=CCC#N.CO", "species": ["C", "C", "C", "C", "N", "H", "H", "H", "H", "H", "C", "O", "H", "H", "H", "H"], "coordinates": [[1.274, 0.457, 1.759], [0.527, -0.245, 0.919], [1.081, -1.103, -0.194], [0.917, -2.519, 0.142], [0.773, -3.626, 0.444], [0.828, 1.043, 2.556], [2.359, 0.457, 1.680], [-0.556, -0.257, 1.028], [2.146, -0.913, -0.372], [0.539, -0.891, -1.121], [-1.649, 1.612, -1.055], [-1.226, 0.428, -1.704], [-1.820, 1.473, 0.022], [-0.851, 2.351, -1.166], [-2.564, 2.013, -1.506], [-1.902, -0.248, -1.575]]}

{"formula": "C3H7IN3", "method": "ωB97M-V/def2-TZVPD", "gap_ev": [7.9, 7.1], "lumo_ev": [-5.1, -5.8], "charge": 1, "energy_ha": -580.0903, "species": ["C", "C", "C", "N", "N", "N", "I", "H", "H", "H", "H", "H", "H", "H"], "coordinates": [[-0.701, 1.061, -0.177], [-0.401, -1.729, -0.113], [0.633, -0.789, 0.535], [-1.699, -1.241, 0.154], [0.468, 0.570, 0.021], [-1.161, 2.230, -0.455], [-3.169, -1.502, -1.120], [-0.167, -1.911, -1.170], [-0.304, -2.683, 0.425], [0.469, -0.781, 1.614], [1.643, -1.130, 0.314], [1.336, 1.093, -0.100], [-2.154, 2.362, -0.592], [-0.585, 3.072, -0.482]]}

{"formula": "C4H4INO", "method": "ωB97M-V/def2-TZVPD", "gap_ev": 8.5, "lumo_ev": -0.8, "energy_ha": -582.3373, "smiles": "O=C/C=N/I.C#C", "species": ["O", "C", "C", "N", "I", "H", "H", "C", "C", "H", "H"], "coordinates": [[-2.127, -1.005, 1.245], [-1.067, -0.667, 0.918], [-0.555, -1.101, -0.454], [0.596, -0.786, -0.747], [1.718, -1.744, -2.321], [-0.267, -0.120, 1.422], [-1.290, -1.829, -0.960], [1.147, 1.482, 0.473], [0.240, 2.105, 0.007], [1.985, 1.065, 1.017], [-0.379, 2.600, -0.600]]}

{"formula": "C2H3NO2", "method": "ωB97M-V/def2-TZVPD", "gap_ev": [8.0, 8.1], "lumo_ev": [0.1, -0.1], "energy_ha": -283.0357, "species": ["C", "C", "N", "O", "O", "H", "H", "H"], "coordinates": [[0.935, 0.370, -0.456], [0.191, -0.254, 0.634], [-1.971, -0.649, 0.438], [-2.508, -0.157, -0.462], [0.670, 1.020, 0.794], [1.952, 0.134, -0.713], [0.376, 0.686, -1.405], [0.355, -1.150, 1.169]]}

{"formula": "H5N2OP", "method": "ωB97M-V/def2-TZVPD", "gap_ev": [9.3, 6.9], "lumo_ev": [0.4, 0.2], "energy_ha": -528.9342, "species": ["N", "N", "O", "P", "H", "H", "H", "H", "H"], "coordinates": [[0.298, -1.104, -1.827], [-0.967, -0.347, 1.456], [-0.076, -1.074, -0.537], [-0.894, 0.234, -0.096], [0.657, -2.049, -1.813], [1.193, 3.075, -0.377], [-1.297, 0.189, 2.259], [-0.631, -1.304, 1.538], [1.718, 2.380, -0.604]]}

{"formula": "C45H55ClN4O2S4Si2Ti", "method": "ωB97M-V/def2-TZVPD", "gap_ev": [4.4, 5.3], "lumo_ev": [3.8, 3.8], "charge": -2, "energy_ha": -5598.8208, "s2": 2.009, "spin_multiplicity": 3, "species": ["Ti", "O", "C", "S", "C", "C", "S", "S", "S", "C", "Si", "C", "C", "C", "C", "C", "C", "C", "C", "N", "Si", "C", "C", "C", "H", "H", "H", "H", "H", "H", "H", "H", "H", "H", "H", "H", "H", "H", "H", "H", "H", "H", "H", "H", "H", "H", "C", "C", "C", "C", "C", "O", "C", "C", "C", "C", "C", "C", "Cl", "C", "C", "C", "N", "C", "N", "C", "N", "H", "H", "H", "H", "H", "H", "H", "H", "H", "H", "H", "H", "H", "H", "H", "H", "H", "H", "H", "H", "H", "H", "C", "C", "C", "C", "C", "C", "C", "C", "C", "C", "C", "C", "C", "C", "H", "H", "H", "H", "H", "H", "H", "H", "H", "H", "H"], "coordinates": [[0.421, -0.039, 0.216], [-5.038, -2.357, 4.083], [-4.152, -1.897, 3.391], [-4.035, -2.118, 1.648], [-2.556, -1.198, 1.377], [-2.002, -0.637, 2.473], [-0.573, 0.378, 2.489], [-2.801, -0.952, 4.009], [-1.966, -1.089, -0.259], [4.303, -2.014, 1.025], [4.071, -0.152, 1.087], [5.816, 0.500, 0.661], [3.750, 0.284, 2.896], [2.731, 0.539, 0.039], [2.271, 1.874, 0.443], [3.050, 2.927, 0.954], [2.481, 4.155, 1.226], [1.123, 4.345, 0.986], [0.394, 3.268, 0.517], [0.933, 2.073, 0.277], [2.803, 0.514, -1.792], [3.978, -0.777, -2.506], [1.060, 0.345, -2.534], [3.437, 2.162, -2.481], [5.199, -2.266, 1.604], [3.453, -2.546, 1.452], [4.437, -2.398, 0.013], [6.512, 0.322, 1.487], [5.837, 1.567, 0.426], [6.202, -0.033, -0.215], [4.300, -0.397, 3.552], [2.683, 0.184, 3.119], [4.045, 1.305, 3.147], [4.110, 2.766, 1.100], [3.092, 4.967, 1.602], [0.632, 5.293, 1.167], [-0.671, 3.348, 0.338], [4.000, -1.700, -1.929], [4.991, -0.365, -2.534], [3.692, -1.034, -3.531], [1.011, -0.283, -3.428], [0.661, 1.332, -2.775], [0.322, -0.113, -1.856], [4.432, 2.387, -2.086], [2.774, 2.986, -2.204], [3.500, 2.130, -3.574], [-5.596, 5.435, 2.761], [-5.177, 4.643, 1.513], [-6.010, 5.176, 0.338], [-3.699, 4.968, 1.256], [-5.482, 3.123, 1.725], [-6.914, 2.993, 1.912], [-4.878, 2.441, 2.978], [-3.386, 2.090, 3.105], [-2.462, 3.065, 3.795], [-2.836, 3.776, 4.931], [-1.960, 4.652, 5.558], [-0.684, 4.803, 5.045], [0.421, 5.915, 5.824], [-0.269, 4.083, 3.939], [-1.159, 3.217, 3.324], [-5.286, 2.203, 0.490], [-4.147, 2.408, -0.380], [-2.916, 1.902, -0.252], [-2.170, 2.206, -1.292], [-3.035, 2.901, -2.068], [-4.247, 3.051, -1.570], [-5.390, 6.494, 2.588], [-5.036, 5.142, 3.649], [-6.667, 5.347, 2.963], [-5.915, 6.265, 0.303], [-7.064, 4.927, 0.463], [-5.669, 4.778, -0.615], [-3.625, 6.015, 0.949], [-3.256, 4.371, 0.463], [-3.094, 4.851, 2.151], [-7.111, 3.250, 2.818], [-5.424, 1.495, 3.024], [-5.205, 3.002, 3.859], [-2.951, 1.831, 2.141], [-3.333, 1.155, 3.671], [-3.827, 3.651, 5.351], [-2.259, 5.208, 6.436], [0.739, 4.190, 3.558], [-0.833, 2.624, 2.475], [-6.176, 2.281, -0.130], [-5.223, 1.175, 0.850], [-2.597, 1.317, 0.599], [-2.773, 3.305, -3.033], [3.200, -6.736, -1.519], [2.858, -6.355, -0.227], [2.320, -5.104, 0.032], [2.094, -4.183, -1.001], [2.465, -4.582, -2.293], [3.002, -5.832, -2.555], [1.574, -2.813, -0.818], [0.953, -2.213, 0.218], [0.471, -3.023, 1.355], [-0.553, -3.962, 1.179], [-1.073, -4.667, 2.252], [-0.583, -4.462, 3.537], [0.422, -3.523, 3.731], [0.927, -2.803, 2.659], [3.622, -7.716, -1.713], [3.017, -7.040, 0.599], [2.077, -4.835, 1.051], [2.321, -3.878, -3.107], [3.271, -6.099, -3.571], [1.787, -2.207, -1.701], [-0.951, -4.106, 0.182], [-1.882, -5.371, 2.088], [-1.005, -4.999, 4.378], [0.791, -3.321, 4.731], [1.666, -2.029, 2.832]]}

What is the formula in the second record?
C3H7IN3